1.
Here is a single CH3N2O2P molecule from the Open Molecules 2025 dataset. Energies are from the ωB97M-V functional and the def2-TZVPD basis.

Cartesian coordinates (Å):
C 1.328 0.194 0.040
N -2.168 -0.121 0.592
N -0.034 0.347 -0.613
O -1.706 -1.217 0.359
O -0.554 -0.781 -0.968
P -1.684 1.241 0.086
H 1.140 -0.127 1.066
H 1.972 1.163 -0.023
H 1.706 -0.698 -0.538

Calculated values
HOMO-LUMO gap (spin up / spin down): 7.57 / 7.48 eV
HOMO level (spin up / spin down): -7.579 / -9.295 eV
LUMO energy (spin up / spin down): -0.01 / -1.82 eV
⟨S²⟩: 2.036
relative energy (zero: lowest compared OMol25 entry of this formula, charge and spin): 5.2519 eV
2S+1: 3

natural (NBO) atomic charge list, values in e, 8 entries: -0.45, -0.38, -0.19, -0.14, -0.33, 0.82, 0.21, 0.22

***

2.
Here is a single C5H7F3N2O2 molecule from the Open Molecules 2025 dataset. Energies are from the ωB97M-V functional and the def2-TZVPD basis.

Cartesian coordinates (Å):
C 0.489 1.001 0.607
C -0.431 0.076 -0.289
N -0.803 0.512 -1.627
C 0.266 -1.315 -0.425
N 0.770 -1.779 0.772
O 0.403 -1.855 -1.506
C -1.635 -0.209 0.563
O -1.608 -0.370 1.748
C -3.024 -0.371 -0.106
F -3.053 -1.098 -1.243
F -3.595 0.810 -0.520
F -3.823 -0.883 0.825
H 1.429 0.856 0.169
H 0.457 0.809 1.714
H -0.009 1.917 0.354
H -0.384 -0.202 -2.166
H -1.641 0.972 -1.953
H 0.418 -1.637 1.696
H 1.050 -2.729 0.780

Calculated values
HOMO-LUMO gap: 9.43 eV
HOMO level: -9.595 eV
LUMO energy: -0.17 eV
relative energy (zero: lowest compared OMol25 entry of this formula, charge and spin): 0.0000 eV
SMILES string: C[C@@](N)(C(N)=O)C(=O)C(F)(F)F

natural (NBO) atomic charge list, values in e, 8 entries: -0.60, -0.07, -0.87, 0.69, -0.83, -0.58, 0.50, -0.48

***

3.
Here is a molecular structure, C16H38GaNO3P from the Open Molecules 2025 dataset. Energies are from the ωB97M-V functional and the def2-TZVPD basis.

Cartesian coordinates (Å):
C -1.787 -5.448 -2.389
C -1.516 -4.492 -3.586
P -0.118 -3.287 -3.249
C 1.469 -4.247 -2.974
Ga -0.618 -2.322 -1.147
C -0.168 -0.322 -1.223
N 0.406 -3.324 0.178
H -2.319 -6.365 -2.672
H -2.426 -4.918 -1.679
H -0.885 -5.709 -1.834
H -2.449 -3.982 -3.817
H -1.229 -5.109 -4.448
H 2.214 -3.542 -2.607
H 1.339 -5.004 -2.192
H 1.825 -4.711 -3.897
H -2.210 -2.457 -0.844
H 0.701 -0.012 -0.637
H -1.017 0.300 -0.911
H 0.038 -0.049 -2.269
H 1.218 -2.819 0.496
H -0.168 -3.648 0.947
C 3.172 3.903 -1.161
C 3.312 3.535 0.307
C 1.936 2.966 0.617
O 1.453 2.377 -0.593
C 2.293 2.775 -1.679
H 4.122 3.977 -1.689
H 2.652 4.860 -1.258
H 4.073 2.760 0.427
H 3.578 4.376 0.949
H 1.238 3.755 0.915
H 1.961 2.212 1.406
H 2.892 1.910 -1.981
H 1.672 3.077 -2.524
C -1.875 4.858 -1.924
C -1.379 4.255 -0.619
C -0.637 5.425 0.000
O -1.295 6.619 -0.448
C -2.202 6.284 -1.506
H -2.729 4.336 -2.352
H -1.069 4.859 -2.663
H -2.230 3.977 0.009
H -0.751 3.375 -0.750
H 0.403 5.462 -0.343
H -0.643 5.396 1.091
H -3.223 6.359 -1.116
H -2.089 7.002 -2.320
C -0.218 -2.090 5.035
C -0.574 -3.459 5.585
C -1.348 -4.062 4.427
O -0.810 -3.501 3.227
C 0.039 -2.398 3.568
H 0.639 -1.629 5.527
H -1.072 -1.414 5.132
H 0.336 -4.036 5.769
H -1.150 -3.427 6.511
H -2.411 -3.799 4.480
H -1.262 -5.150 4.385
H 1.076 -2.707 3.402
H -0.179 -1.554 2.914

Calculated values
HOMO-LUMO gap: 5.53 eV
HOMO level: -2.954 eV
LUMO energy: 2.58 eV
charge: -1

natural (NBO) atomic charge list, values in e, 8 entries: -0.63, -0.67, 0.12, -0.91, 1.04, -1.16, -1.36, 0.17

***

4.
Here is 3 unconnected molecules or ions with the total composition C9H25B2NO5S2 from the Open Molecules 2025 dataset. Energies are from the ωB97M-V functional and the def2-TZVPD basis.

Cartesian coordinates (Å):
C -2.935 -5.804 -0.868
N -1.958 -4.716 -0.756
C -0.603 -5.151 -1.155
C -2.403 -3.553 -1.391
O -3.545 -3.459 -1.796
C -1.417 -2.396 -1.487
B -0.451 -2.183 -0.248
C -0.878 -1.500 1.088
B -2.307 -1.887 1.615
O -3.398 -1.773 0.795
O -2.510 -2.415 2.896
H -2.535 -6.677 -0.347
H -3.874 -5.514 -0.399
H -3.119 -6.069 -1.915
H 0.163 -4.636 -0.575
H -0.508 -6.217 -0.949
H -0.407 -4.959 -2.214
H -2.055 -1.514 -1.612
H -0.834 -2.504 -2.412
H 0.680 -2.568 -0.333
H -0.141 -1.754 1.860
H -0.784 -0.410 0.942
H -4.191 -2.063 1.265
H -2.212 -1.825 3.595
C 0.323 3.644 -1.563
S 0.577 2.952 0.073
O 0.563 1.469 -0.081
C -1.027 3.418 0.731
H 1.210 3.421 -2.151
H -0.553 3.183 -2.018
H 0.198 4.724 -1.478
H -1.811 2.971 0.120
H -1.108 4.505 0.740
H -1.085 3.038 1.749
C 4.960 5.825 0.046
S 3.587 4.706 0.342
O 2.564 5.492 1.082
C 4.426 3.669 1.541
H 4.617 6.585 -0.654
H 5.254 6.291 0.986
H 5.792 5.272 -0.390
H 4.760 4.284 2.377
H 5.269 3.171 1.062
H 3.709 2.926 1.884

Calculated values
HOMO-LUMO gap: 9.41 eV
HOMO level: -8.912 eV
LUMO energy: 0.50 eV

natural (NBO) atomic charge list, values in e, 8 entries: -0.41, -0.47, -0.42, 0.73, -0.60, -0.90, 0.75, -1.21

***

5.
Here is 8 unconnected molecules or ions with the total composition C7H30N8O8 from the Open Molecules 2025 dataset. Energies are from the ωB97M-V functional and the def2-TZVPD basis.

Cartesian coordinates (Å):
N 1.061 0.046 -5.326
C 1.132 0.576 -3.968
N -0.090 0.959 -3.394
O 2.226 0.706 -3.413
H 1.951 -0.176 -5.729
H 0.443 0.541 -5.956
H -0.905 0.389 -3.671
H -0.014 1.352 -2.435
N -3.339 -3.059 -0.750
C -3.179 -1.653 -0.735
N -3.850 -1.007 0.267
O -2.365 -1.182 -1.536
H -3.872 -3.642 -0.075
H -2.922 -3.544 -1.516
H -3.670 -0.027 0.498
H -4.652 -1.449 0.690
N -0.591 2.025 2.841
C -0.691 3.327 2.241
N -0.043 3.436 0.983
O -1.380 4.158 2.796
H -1.013 1.874 3.772
H 0.072 1.308 2.534
H 0.031 4.362 0.547
H 0.487 2.711 0.521
N 2.989 -1.861 2.306
C 2.109 -1.014 3.050
N 2.533 -0.270 4.080
O 0.888 -0.960 2.831
H 2.412 -2.421 1.693
H 3.885 -1.442 2.084
H 3.479 -0.294 4.442
H 1.763 0.124 4.606
C 1.243 -4.293 -0.463
O 1.207 -3.321 0.584
H 0.196 -4.482 -0.718
H 1.772 -3.885 -1.304
H 1.783 -5.128 -0.020
H 0.376 -2.863 0.605
C -3.369 2.614 0.259
O -3.308 1.613 1.316
H -3.175 3.600 0.640
H -2.567 2.361 -0.413
H -4.309 2.537 -0.311
H -2.405 1.416 1.575
C 0.590 -0.003 -0.361
O 1.112 1.346 -0.645
H -0.468 0.204 -0.151
H 0.718 -0.526 -1.299
H 1.090 -0.508 0.443
H 2.043 1.200 -0.930
O 4.436 1.280 -0.808
H 4.182 0.835 -1.616
H 3.969 2.110 -0.659

Calculated values
HOMO-LUMO gap: 10.23 eV
HOMO level: -9.697 eV
LUMO energy: 0.53 eV
SMILES string: NC(N)=O.NC(N)=O.NC(N)=O.NC(N)=O.CO.CO.CO.O

natural (NBO) atomic charge list, values in e, 8 entries: -0.88, 0.80, -0.87, -0.69, 0.39, 0.39, 0.41, 0.43

***

6.
Here is a molecular structure, C2H4CsLiO from the Open Molecules 2025 dataset. Energies are from the ωB97M-V functional and the def2-TZVPD basis.

Cartesian coordinates (Å):
O -0.887 -0.365 -0.889
Li -0.268 -1.726 0.063
Cs -3.176 -0.236 -3.808
C 0.221 0.600 0.217
C 0.999 -0.205 1.143
H -0.555 1.200 0.722
H 0.831 1.104 -0.554
H 0.769 -0.057 2.208
H 2.066 -0.315 0.898

Calculated values
HOMO-LUMO gap: 3.50 eV
HOMO level: -4.711 eV
LUMO energy: -1.21 eV
relative energy (zero: lowest compared OMol25 entry of this formula, charge and spin): 1.1327 eV

Mulliken atomic charge list, values in e, 8 entries: -1.12, 0.61, 0.89, -0.03, -1.04, 0.20, 0.19, 0.15

***

no.,strongest force on any atom (hartree/bohr),DFT total energy (Ha)
1,0.121,-640.97268
2,0.045,-754.31176
3,0.038,-3179.00329
4,0.017,-1634.98795
5,0.065,-1324.77638
6,0.028,-181.37336